Below is C29H37IrN4O2PS2 as an isolated structure, with properties calculated with ωB97M-V/def2-TZVPD.

Element x y z (Å)
Ir (1.3763, -0.0072, 0.5057)
C (5.3680, -0.4965, 1.9816)
C (3.8910, -0.3121, 1.9105)
N (3.2859, 0.0734, 0.8620)
N (3.7437, 0.1533, -0.4471)
C (2.5879, 0.0196, -1.1627)
N (2.6408, -0.0886, -2.4697)
S (-1.4088, 1.3672, -2.8241)
C (2.9231, -0.6975, 2.9685)
C (3.2918, -0.9465, 4.2760)
C (2.3289, -1.3837, 5.1762)
C (1.0351, -1.5680, 4.7320)
C (0.7338, -1.2867, 3.4083)
N (1.6475, -0.8580, 2.5410)
H (5.6554, -1.3952, 1.4286)
H (5.7109, -0.6191, 3.0041)
H (5.8903, 0.3590, 1.5536)
H (4.7205, 0.2092, -0.7058)
H (3.4959, -0.0621, -3.0075)
H (1.7787, -0.1799, -2.9784)
H (4.3125, -0.7972, 4.5979)
H (2.5946, -1.5794, 6.2061)
H (0.2562, -1.9178, 5.3950)
H (-0.2727, -1.3990, 3.0281)
O (-2.7589, -0.2106, -0.5991)
C (-1.6738, -0.0472, 0.2355)
O (-0.5738, -0.3058, -0.2298)
C (-2.0299, 0.4054, 1.5580)
C (-3.3140, 0.0891, 2.0443)
C (-3.7151, 0.5135, 3.2852)
C (-2.8425, 1.2985, 4.0445)
C (-1.5900, 1.6295, 3.5728)
C (-1.1336, 1.1912, 2.3192)
S (0.4121, 1.7941, 1.7775)
H (-3.9784, -0.5131, 1.4376)
H (-4.6920, 0.2509, 3.6664)
H (-3.1516, 1.6529, 5.0202)
H (-0.9286, 2.2447, 4.1690)
C (-5.2730, 0.9273, -1.7719)
C (-4.4909, -0.0780, -2.6204)
C (-4.6246, 0.2192, -4.1186)
C (-5.0131, -1.4955, -2.3186)
P (-2.7069, -0.0949, -2.2142)
C (-1.9312, -1.5434, -2.9012)
C (-1.4930, -1.5434, -4.2270)
C (-0.9466, -2.6989, -4.7644)
C (-0.8373, -3.8445, -3.9870)
C (-1.2750, -3.8432, -2.6681)
C (-1.8249, -2.6957, -2.1216)
C (-1.7704, 3.1141, -2.2142)
C (-2.7590, 3.8192, -3.1266)
C (-0.3783, 3.7364, -2.3717)
C (-2.1690, 3.1041, -0.7464)
H (-6.3311, 0.8053, -2.0106)
H (-5.0107, 1.9560, -1.9885)
H (-5.1498, 0.7487, -0.7034)
H (-5.6858, 0.2074, -4.3728)
H (-4.1341, -0.5413, -4.7289)
H (-4.2247, 1.1968, -4.3844)
H (-6.0794, -1.5077, -2.5509)
H (-4.9028, -1.7598, -1.2652)
H (-4.5299, -2.2560, -2.9312)
H (-1.5819, -0.6551, -4.8411)
H (-0.6166, -2.7065, -5.7949)
H (-0.4160, -4.7455, -4.4134)
H (-1.1932, -4.7384, -2.0668)
H (-2.1710, -2.7037, -1.0960)
H (-2.4404, 3.7708, -4.1676)
H (-2.8010, 4.8715, -2.8362)
H (-3.7645, 3.4204, -3.0533)
H (-0.0539, 3.7496, -3.4136)
H (0.3647, 3.2164, -1.7653)
H (-0.4349, 4.7702, -2.0247)
H (-3.1245, 2.6125, -0.5725)
H (-2.2686, 4.1400, -0.4122)
H (-1.3988, 2.6319, -0.1316)

Output
2S+1: 2
Charge: +2
F_max, eV/Å: 0.73
LUMO (spin up / spin down), eV: -5.4 / -5.8
Molar mass, g/mol: 760.97
Kohn-Sham gap (spin up / spin down), eV: 6.6 / 6.5
HOMO energy (spin up / spin down), eV: -12.03 / -12.24

Below is one molecule with the formula C4H7OP in a non-equilibrium geometry, with properties calculated with ωB97M-V/def2-TZVPD.

Element x y z (Å)
C (-1.4067, -0.8147, -0.1306)
C (-0.6817, -1.8938, -0.2200)
C (-0.8986, 0.6312, 0.0436)
C (0.5434, 1.0098, -0.3944)
O (3.2514, 0.0075, -0.1175)
P (1.8619, -0.0768, 0.3485)
H (-2.4035, -0.9480, 0.1063)
H (-0.8065, -3.0295, -0.3619)
H (-1.5856, 1.1787, -0.6518)
H (-1.0022, 0.6708, 1.1692)
H (0.5728, 0.8760, -1.4202)
H (0.9141, 1.9676, -0.1655)
H (1.6412, 0.4211, 1.7944)

Output
Charge: 0
F_max, eV/Å: 3.20
LUMO (spin up / spin down), eV: -0.8 / -0.3
Molar mass, g/mol: 102.07
Kohn-Sham gap (spin up / spin down), eV: 8.1 / 8.1
HOMO energy (spin up / spin down), eV: -8.97 / -8.39

Below is C2H4ClP as an isolated structure in a non-equilibrium geometry, with properties calculated with ωB97M-V/def2-TZVPD.

Element x y z (Å)
C (-0.5275, -0.4859, -0.2107)
C (-1.8414, -0.4414, -0.5718)
P (1.3495, 0.1303, 1.1995)
Cl (-3.0293, 0.4949, 0.2526)
H (0.0933, -1.1176, -0.8335)
H (1.7206, 1.1235, 0.2808)
H (-2.2270, -1.0009, -1.4127)
H (0.6541, 1.0544, 1.9848)

Output
Charge: 0
F_max, eV/Å: 3.44
LUMO, eV: -0.3
Molar mass, g/mol: 94.48
Kohn-Sham gap, eV: 9.1
HOMO energy, eV: -9.44

Below is one molecule with the formula C3H4N4O in a non-equilibrium geometry, with properties calculated with ωB97M-V/def2-TZVPD.

Element x y z (Å)
C (-0.2346, -0.2728, -0.1627)
C (0.4734, 0.9015, 1.5758)
C (-0.1129, -0.5152, 1.9950)
H (0.8612, 0.4154, -2.4853)
H (-0.6314, 1.1230, -2.0642)
H (-0.8257, -1.5775, -1.6311)
H (-0.1347, -0.7493, 3.1216)
N (-0.1431, 0.2161, -2.4659)
N (-0.2044, -0.7677, -1.3943)
N (0.2325, 0.8810, 0.1835)
N (-0.4579, -1.2749, 1.0453)
O (1.1777, 1.6202, 2.2822)

Output
SMILES: NNC1=NC(=O)C=N1
Charge: 0
F_max, eV/Å: 3.48
LUMO, eV: -0.8
Molar mass, g/mol: 112.09
Kohn-Sham gap, eV: 9.4
HOMO energy, eV: -10.18

Below is a 2-piece molecular cluster, C4H12 overall in a non-equilibrium geometry, with properties calculated with ωB97M-V/def2-TZVPD.

Element x y z (Å)
C (-0.5259, 0.9731, -2.1757)
C (-1.0099, -0.3862, -1.4866)
H (-1.3654, 1.7118, -2.0205)
H (0.3625, 1.2514, -1.7545)
H (-0.5129, 0.6563, -3.2475)
H (-0.0631, -1.0832, -1.3714)
H (-1.6663, -0.9666, -2.1451)
H (-1.5341, -0.2581, -0.6211)
C (0.3368, 0.3844, 1.9148)
C (1.2229, -0.8625, 1.7709)
H (0.7847, 1.3067, 1.5763)
H (-0.4585, 0.1965, 1.2480)
H (-0.0500, 0.3593, 2.9069)
H (0.9365, -1.7270, 2.4263)
H (2.3061, -0.6579, 1.9995)
H (1.1175, -1.4419, 0.8630)

Output
SMILES: CC.CC
Charge: 0
F_max, eV/Å: 5.37
LUMO, eV: 1.2
Molar mass, g/mol: 60.14
Kohn-Sham gap, eV: 12.7
HOMO energy, eV: -11.51

Below is one molecule with the formula C6H9N in a non-equilibrium geometry, with properties calculated with ωB97M-V/def2-TZVPD.

Element x y z (Å)
C (2.9833, 0.7989, 1.7265)
C (1.8066, 0.2624, 1.3225)
C (0.7865, 0.5248, 0.3706)
C (0.0043, -0.6026, -0.2114)
C (-1.4620, -0.2514, -0.4230)
C (-1.9335, 0.4818, -1.6139)
N (-2.1702, -0.9585, -1.4886)
H (3.3025, 0.5623, 2.7422)
H (3.6977, 1.3380, 1.1129)
H (1.5983, -0.5554, 2.0168)
H (0.0852, -1.5901, 0.2779)
H (0.4481, -0.7369, -1.2159)
H (-2.0145, -0.0685, 0.4995)
H (-1.2230, 0.7644, -2.3876)
H (-2.7720, 1.1673, -1.5000)
H (-3.1373, -1.1364, -1.2285)

Output
Charge: 0
F_max, eV/Å: 1.12
LUMO (spin up / spin down), eV: -0.7 / -0.5
Molar mass, g/mol: 95.14
Kohn-Sham gap (spin up / spin down), eV: 7.8 / 7.4
HOMO energy (spin up / spin down), eV: -8.46 / -7.99

Below is C21H18N4O3STc as an isolated structure in a non-equilibrium geometry, with properties calculated with ωB97M-V/def2-TZVPD.

Element x y z (Å)
Tc (-2.2214, -0.7008, -0.7744)
O (2.2066, -1.2941, -1.6676)
C (2.5713, -1.4530, -0.3938)
C (3.9325, -1.5941, -0.1292)
C (4.3691, -1.7541, 1.1658)
C (3.4645, -1.7678, 2.2414)
C (2.1241, -1.6389, 2.0048)
C (1.6428, -1.4762, 0.6859)
C (0.2389, -1.3283, 0.4605)
O (-0.2433, -1.0147, -0.7197)
N (-0.6208, -1.5353, 1.4631)
N (-1.8707, -1.3569, 1.0824)
C (-2.8439, -1.5948, 1.9674)
C (-4.2215, -1.4867, 1.7554)
C (-5.0864, -1.7673, 2.8483)
C (-6.4413, -1.6922, 2.7167)
C (-7.0004, -1.3410, 1.4739)
C (-6.2024, -1.0684, 0.3814)
C (-4.8175, -1.1279, 0.4909)
O (-4.0472, -0.8719, -0.5514)
H (1.2440, -1.2451, -1.7397)
H (4.6116, -1.5846, -0.9711)
H (5.4271, -1.8730, 1.3598)
H (3.8239, -1.8918, 3.2529)
H (1.4163, -1.6537, 2.8210)
H (-2.5051, -1.9159, 2.9485)
H (-4.6465, -2.0400, 3.7996)
H (-7.0805, -1.8966, 3.5633)
H (-8.0762, -1.2852, 1.3718)
H (-6.6307, -0.7978, -0.5745)
N (-0.2494, 1.5268, -2.8250)
C (-0.3125, 1.8453, -1.5433)
S (-1.8262, 1.6412, -0.6620)
N (0.7008, 2.3560, -0.8818)
C (2.0343, 2.5976, -1.3489)
C (3.0747, 2.2575, -0.4930)
C (4.3839, 2.4436, -0.9020)
C (4.6547, 2.9711, -2.1569)
C (3.6110, 3.3484, -2.9886)
C (2.2954, 3.1711, -2.5880)
H (-1.0846, 1.2591, -3.3146)
H (0.6055, 1.6330, -3.3540)
H (0.5527, 2.4997, 0.1075)
H (2.8586, 1.8529, 0.4903)
H (5.1937, 2.1791, -0.2358)
H (5.6775, 3.1095, -2.4793)
H (3.8181, 3.8031, -3.9476)
H (1.4949, 3.5532, -3.2105)

Output
2S+1: 4
Charge: +2
F_max, eV/Å: 1.24
LUMO (spin up / spin down), eV: -7.6 / -9.4
Molar mass, g/mol: 504.47
Kohn-Sham gap (spin up / spin down), eV: 6.8 / 4.8
HOMO energy (spin up / spin down), eV: -14.41 / -14.25

Below is a 2-piece molecular cluster, C2H9N4 overall in a non-equilibrium geometry, with properties calculated with ωB97M-V/def2-TZVPD.

Element x y z (Å)
C (1.7528, 0.9865, -1.1781)
C (-1.3199, -1.5251, 0.8648)
N (1.8384, 0.0193, -0.4379)
N (1.1114, 1.7532, -1.8389)
N (-1.1492, 0.5702, -0.0469)
N (-0.3493, -0.4056, 0.7722)
H (-1.4564, -2.0107, -0.1932)
H (-0.8875, -2.3440, 1.5483)
H (-2.1639, -1.1171, 1.2618)
H (2.6334, -0.0988, 0.2094)
H (1.5011, 2.4142, -2.5315)
H (-0.8055, 0.7496, -0.9598)
H (-0.9919, 1.5536, 0.3634)
H (0.6028, -0.5752, 0.4052)
H (-0.3163, 0.0300, 1.7612)

Output
Charge: +1
F_max, eV/Å: 5.56
LUMO, eV: -3.8
Molar mass, g/mol: 89.12
Kohn-Sham gap, eV: 10.8
HOMO energy, eV: -14.57

Calculated total energy values, unit Eh, following the record order: -2738.3630; -573.0373; -880.0265; -410.9162; -159.5482; -288.5697; -1734.2100; -300.2825.